# 1
Density functional theory data (ωB97M-V/def2-TZVPD) for a structure of composition C33H35CaN3O2S at a distorted geometry.

Summary:
HOMO-LUMO gap (eV): 7.281

CARTESIAN COORDINATES (ANGSTROEM)
H (-3.423, 2.985, -4.218)
C (1.579, 1.074, -4.470)
O (-2.439, 0.171, 2.600)
H (-3.743, -1.880, 3.433)
H (2.452, -2.787, -0.161)
C (4.158, -0.103, 2.818)
H (-4.479, -4.247, 3.685)
C (2.499, -0.886, 4.493)
C (-2.463, -4.583, 0.981)
C (-2.560, 4.442, -2.905)
C (-1.024, 2.271, -1.866)
H (1.275, 4.151, 2.104)
C (1.850, -0.414, 2.182)
H (3.516, 0.688, -0.399)
C (-0.894, 3.587, -1.385)
H (1.314, 2.409, 2.453)
C (-1.965, 2.113, -2.894)
C (-2.063, -3.266, 0.838)
H (3.260, -0.913, 5.264)
C (-3.399, -2.651, 2.754)
C (-2.538, -2.311, 1.727)
C (2.848, -0.476, 3.189)
C (1.202, -1.221, 4.771)
C (2.175, -0.687, -2.760)
H (-3.153, 5.264, -3.286)
C (4.412, 0.310, 1.540)
H (2.213, 3.054, 1.067)
C (-0.033, -0.677, -3.687)
H (-1.949, -3.090, -2.206)
N (0.142, 2.925, 0.789)
H (0.316, -3.165, -1.427)
C (1.297, 3.149, 1.651)
H (-1.956, 2.894, 0.931)
C (-2.712, 3.164, -3.418)
O (-2.344, -0.234, 0.176)
C (3.349, 0.356, 0.622)
C (-1.645, 4.649, -1.884)
H (1.140, 3.829, -0.792)
H (-1.515, 5.648, -1.474)
H (1.617, 0.790, -5.524)
H (-0.758, -0.261, -4.378)
C (-3.799, -3.973, 2.890)
C (2.888, -2.459, -1.106)
C (0.151, 3.886, -0.326)
H (-2.528, -1.533, -2.810)
H (-2.135, 1.124, -3.319)
Ca (-0.384, 0.668, -0.327)
H (2.547, 1.491, -4.195)
H (0.016, 4.910, 0.056)
H (-1.383, -2.955, 0.056)
N (2.120, 0.009, 0.919)
C (0.561, -2.297, -2.031)
S (-1.939, -0.645, 1.524)
C (1.237, -0.118, -3.619)
C (-0.394, -1.755, -2.884)
C (-3.329, -4.936, 2.009)
H (-1.103, 2.323, 2.370)
H (-3.634, -5.968, 2.127)
H (3.722, -1.795, -0.887)
H (3.281, -3.339, -1.620)
H (0.820, 1.849, -4.353)
H (4.951, -0.149, 3.555)
H (3.179, -0.277, -2.724)
H (-1.965, -2.766, -3.942)
C (1.856, -1.786, -1.970)
H (-2.096, -5.334, 0.292)
H (5.406, 0.603, 1.233)
N (-0.370, -0.727, 1.431)
H (0.936, -1.532, 5.773)
C (0.498, -0.788, 2.491)
C (-1.088, 3.064, 1.570)
H (-0.815, -1.434, 4.042)
C (-1.788, -2.321, -2.961)
C (0.204, -1.177, 3.785)
H (-1.178, 4.064, 2.019)

***

# 2
Density functional theory data (ωB97M-V/def2-TZVPD) for a structure of composition C33H35CdF3GeN6O5Se.

Summary:
HOMO-LUMO gap (eV): 5.852
Charge: -2

CARTESIAN COORDINATES (ANGSTROEM)
H (-0.137, 2.063, 3.644)
C (-0.820, 2.637, 4.276)
C (-2.709, -4.181, 1.023)
N (-2.050, -1.122, -1.737)
H (4.667, -1.945, -1.814)
H (-2.391, 4.303, -0.856)
H (3.577, -7.656, -1.367)
Se (-2.323, 2.071, 0.365)
H (-3.523, 5.708, 3.696)
H (5.372, 0.337, -0.470)
H (2.403, 5.136, -0.487)
C (-1.597, 3.615, -0.566)
O (1.637, -0.516, -2.213)
C (1.892, 3.070, -0.349)
H (-1.074, 3.260, -1.454)
H (-3.699, 3.827, 1.533)
H (-3.792, 4.281, 4.719)
C (3.037, -5.567, -1.339)
H (4.868, -6.584, -0.819)
C (-2.256, -0.010, -3.621)
C (3.569, -0.228, 0.732)
H (-5.909, -3.737, 0.222)
C (1.913, 1.819, -2.283)
H (-2.555, 0.312, -4.607)
C (-2.207, -2.124, -0.726)
F (-1.681, -0.512, 2.195)
O (1.947, 0.485, -4.221)
C (-2.998, 3.075, 1.895)
C (-1.416, -3.907, 0.626)
C (2.527, -3.262, -0.708)
F (-0.079, -1.953, 2.425)
H (-5.262, -4.589, 1.633)
H (4.475, -6.684, -2.536)
C (2.223, 2.930, -3.043)
C (-1.094, -2.853, -0.260)
N (-1.189, -0.098, -1.639)
F (0.163, 0.044, 3.191)
Ge (-1.745, 3.916, 3.152)
O (0.774, 2.402, 1.598)
H (1.323, -6.703, -1.959)
H (-2.497, 5.430, 5.118)
N (3.127, -2.005, -0.360)
C (3.424, -4.305, -0.923)
C (4.043, -6.680, -1.528)
O (2.220, 4.140, 1.727)
C (-0.589, 5.305, 2.410)
H (-0.592, -4.481, 1.031)
H (-0.278, -4.902, -1.581)
C (-3.506, -2.396, -0.312)
C (-2.710, -1.101, -2.918)
C (0.766, -4.733, -1.355)
H (2.748, 5.044, -4.034)
H (-5.541, -2.847, 1.701)
O (2.683, 5.285, -3.106)
C (2.250, 4.219, -1.038)
C (1.118, -3.451, -0.841)
H (-0.384, 6.035, 3.199)
H (3.428, 0.541, 1.480)
N (0.193, -2.494, -0.584)
H (2.337, 2.797, -4.115)
C (1.823, 0.454, -2.979)
H (-4.310, -1.767, -0.691)
C (4.561, -0.341, -0.257)
C (4.232, -1.489, -0.938)
H (-1.540, 1.955, 4.736)
C (1.675, -5.746, -1.579)
H (-3.562, 2.342, 2.477)
H (-0.678, 1.438, -2.965)
H (-0.881, 4.108, 0.090)
N (1.707, 1.884, -0.958)
C (2.384, 4.148, -2.410)
C (1.621, 3.203, 1.152)
C (-3.791, -3.424, 0.568)
H (0.362, 4.872, 2.079)
C (-5.202, -3.663, 1.055)
Cd (0.572, -0.076, 0.084)
C (-0.296, -0.631, 2.085)
H (-3.424, -1.869, -3.169)
C (-3.022, 4.935, 4.291)
H (-0.252, 3.153, 5.056)
H (-1.072, 5.818, 1.574)
N (2.704, -1.237, 0.666)
H (-2.889, -4.993, 1.724)
H (4.478, -4.108, -0.744)
C (-1.300, 0.576, -2.773)

***

# 3
Density functional theory data (ωB97M-V/def2-TZVPD) for a structure of composition C33H35F5N4P2SW at a distorted geometry.

Summary:
<S²>: 2.0539
HOMO-LUMO gap (spin up / spin down) (eV): 5.441 / 5.336
Charge: +2
Spin multiplicity: 3

CARTESIAN COORDINATES (ANGSTROEM)
F (-1.366, -0.161, 5.762)
C (4.246, -0.330, -2.433)
C (3.609, 0.040, -3.733)
C (2.441, 0.163, -0.013)
H (3.185, -1.701, -4.929)
C (-2.409, -2.600, -2.210)
H (-0.881, 4.053, 1.912)
C (-4.367, 1.860, 6.134)
F (-3.435, 0.134, 7.475)
P (-1.310, -0.411, -0.621)
C (-4.651, 1.490, -1.680)
H (3.228, -3.997, -4.054)
F (-5.319, 2.086, 7.062)
C (1.670, -0.065, 2.129)
C (3.356, -3.570, -3.039)
C (4.681, -2.749, -3.050)
H (0.543, -0.248, -2.038)
C (-2.460, -3.984, -2.074)
H (-1.623, -5.289, -0.440)
H (3.487, -4.426, -2.359)
H (2.902, 0.775, -0.755)
F (-3.145, 3.359, 3.067)
C (-2.338, 0.736, 5.457)
C (1.727, -1.726, -3.354)
H (3.406, -1.789, -0.178)
C (-4.030, -0.195, -0.281)
H (4.408, 0.211, -4.479)
H (1.388, 1.863, -1.656)
H (-2.846, -1.954, -2.958)
C (-1.741, -4.308, -0.882)
H (-2.931, -4.689, -2.746)
F (-5.194, 3.651, 4.815)
H (-0.147, 2.673, -1.765)
H (-0.578, -2.962, 0.496)
W (-0.333, -0.261, 1.535)
H (1.417, -3.327, -1.981)
P (0.179, 1.897, 0.453)
H (4.882, -2.434, -4.085)
S (-0.784, 1.278, 3.192)
C (-3.223, 2.490, 4.106)
H (-2.613, -0.628, 2.545)
C (2.607, -0.986, -4.325)
H (5.500, -3.429, -2.753)
H (4.491, 0.514, -1.779)
C (2.268, -1.308, 1.692)
H (-5.235, 2.231, -2.196)
H (-3.956, -1.011, 0.424)
C (-2.230, 1.507, 4.293)
N (1.651, 0.789, 0.906)
H (3.214, 5.551, 1.715)
H (1.933, 0.395, 3.084)
C (2.755, -1.132, 0.399)
H (1.948, -0.438, -5.022)
C (0.345, 1.789, -1.327)
C (-1.796, -1.368, 2.488)
H (-2.096, -2.299, 2.006)
C (-1.210, -3.140, -0.373)
N (-1.642, -2.072, -1.160)
C (2.328, 4.957, 1.601)
C (-0.262, 0.453, -1.797)
N (-2.895, 0.243, -0.965)
C (2.226, 3.743, 0.934)
C (-3.294, 1.250, -1.847)
H (0.677, -1.426, -3.397)
N (0.891, 3.324, 1.005)
H (-6.125, 0.451, -0.330)
H (2.355, -2.222, 2.274)
C (0.159, 4.269, 1.724)
C (1.013, 5.286, 2.097)
C (-4.286, 2.665, 4.992)
H (-2.584, 1.691, -2.523)
H (-1.360, -1.534, 3.497)
C (4.726, -1.552, -2.143)
H (2.958, 3.160, 0.395)
C (2.099, -2.822, -2.682)
H (3.111, 1.018, -3.620)
H (5.304, -1.698, -1.227)
H (0.721, 6.153, 2.658)
C (-5.116, 0.558, -0.688)
H (-0.828, 0.600, -2.722)
C (-3.394, 0.885, 6.351)